1) {
  "formula": "C2H8N2S",
  "method": "wB97M-V/def2-TZVPD",
  "orbital_gap_ev": [5.690, 3.427],
  "homo_energy_ha": [-0.27774, -0.23037],
  "molar_mass_g_mol": 92.17,
  "charge": 0,
  "symbols": ["C", "C", "N", "N", "S", "H", "H", "H", "H", "H", "H", "H", "H"],
  "xyz": [[0.52, -0.97, -1.11], [0.84, -0.66, 0.33], [-1.92, 1.02, -0.37], [0.85, 1.10, 2.26], [0.96, 1.17, 0.70], [0.55, -2.00, -1.23], [-0.45, -0.66, -1.19], [1.03, -0.25, -1.76], [1.75, -1.06, 0.57], [0.14, -0.96, 1.03], [-1.66, 1.68, -1.10], [-2.80, 1.40, -0.06], [1.32, 1.83, 2.77]],
  "lowdin_charge": [-0.13, -0.42, -0.07, -0.34, 0.95, 0.06, -0.01, 0.08, 0.04, 0.05, -0.09, -0.09, -0.02]
}

=====

2) {
  "formula": "C2H8N2S",
  "method": "wB97M-V/def2-TZVPD",
  "orbital_gap_ev": 8.461,
  "homo_energy_ha": -0.28271,
  "smiles": "C=C.NSN",
  "molar_mass_g_mol": 92.17,
  "charge": 0,
  "symbols": ["C", "C", "H", "H", "H", "H", "N", "S", "N", "H", "H", "H", "H"],
  "xyz": [[0.26, 2.88, 0.15], [-0.91, 2.49, -0.21], [0.72, 2.53, 1.14], [0.86, 3.46, -0.44], [-1.58, 1.77, 0.14], [-1.25, 3.01, -1.14], [-0.51, -2.42, -0.90], [-0.30, -1.82, 0.71], [1.30, -2.35, 0.92], [-1.36, -2.09, -1.39], [-0.55, -3.43, -1.08], [1.82, -1.90, 0.16], [1.49, -2.13, 1.93]],
  "lowdin_charge": [-0.10, -0.09, 0.08, 0.01, 0.02, 0.06, -0.38, 0.66, -0.39, 0.03, 0.02, 0.02, 0.04]
}

=====

3) {
  "formula": "C2H8N2S",
  "method": "wB97M-V/def2-TZVPD",
  "orbital_gap_ev": 8.731,
  "homo_energy_ha": -0.29309,
  "molar_mass_g_mol": 92.17,
  "charge": 0,
  "symbols": ["S", "H", "C", "C", "N", "N", "H", "H", "H", "H", "H", "H", "H"],
  "xyz": [[-0.57, -2.23, -2.31], [-0.41, -2.82, -1.09], [0.71, 0.85, 0.71], [-0.47, 0.30, 0.32], [-0.89, 0.39, -1.03], [1.11, 0.79, 2.08], [1.28, 1.51, 0.05], [-0.92, -0.54, 0.85], [-1.89, 0.62, -1.14], [-0.28, 1.03, -1.56], [-0.72, -0.84, -1.57], [0.99, -0.14, 2.47], [2.07, 1.10, 2.23]],
  "lowdin_charge": [0.22, -0.28, -0.17, -0.19, -0.05, 0.02, 0.11, 0.12, 0.13, 0.13, -0.19, 0.08, 0.08]
}

=====

Energies, relative to the best one, in eV: 1) 4.687; 2) 1.059; 3) 0.000.